# 1
{
  "formula": "C21H17BrN6PdS3Se",
  "method": "wB97M-V/def2-TZVPD",
  "elements": ["C", "H", "C", "C", "C", "H", "C", "H", "C", "Se", "H", "Br", "C", "S", "C", "N", "H", "H", "S", "C", "H", "C", "C", "H", "H", "Pd", "C", "C", "C", "H", "H", "C", "H", "C", "N", "H", "C", "C", "C", "S", "H", "N", "H", "N", "N", "H", "C", "N", "H", "C"],
  "positions_angstrom": [[1.16718, -0.11055, 3.69097], [-6.22129, -1.73011, 3.02611], [1.81544, -0.06086, 1.28016], [0.11830, 3.00815, -4.34683], [0.31954, 3.45959, -1.89012], [4.23093, -0.53476, -1.62634], [-1.10791, 0.29958, 4.27922], [1.23223, 5.33762, -1.38997], [0.82106, 0.10803, 2.35882], [4.72353, -1.00304, 5.11704], [-4.66005, -2.52517, 2.82450], [-1.59368, -1.69338, -0.31527], [-4.10414, 0.53504, 0.02824], [-2.96851, 1.89113, -0.12010], [-1.36758, 0.51771, 2.92882], [4.74826, -0.85736, 3.33915], [-6.23396, -2.45735, 0.39371], [-0.23298, 2.23588, -5.02630], [-0.72844, 1.04658, -2.66717], [4.03146, -0.55841, 0.51230], [1.70722, 4.71324, -2.97665], [3.13823, -0.39106, 1.56864], [-0.06263, 2.57569, -2.91262], [-2.36798, 0.73967, 2.57616], [-0.44003, 3.92522, -4.54949], [-0.77114, 0.81248, -0.22872], [2.23570, -0.08429, -0.97846], [0.87999, 4.80717, -2.27061], [3.57517, -0.40541, -0.77724], [-1.91039, 0.37245, 4.99935], [0.43811, -0.17150, 5.70212], [-5.17255, -1.56253, 2.77942], [-5.88582, -1.36750, -1.82912], [-5.62865, -1.56714, 0.29621], [-0.42359, 0.44431, 2.00212], [0.11207, 5.41802, -2.75318], [2.55306, -0.44203, 4.01568], [-5.42710, -0.97212, -0.93087], [0.17768, -0.00365, 4.66551], [0.18426, 3.13544, -0.23816], [-4.72968, -0.89583, 3.51551], [1.38836, 0.08739, 0.02209], [5.06077, -0.81305, 0.72684], [-4.26449, 0.10094, 1.26867], [2.98305, -0.62815, 5.23211], [1.82224, 0.03716, -1.97257], [-5.02662, -0.98370, 1.40798], [-4.65769, 0.10937, -1.08334], [1.16785, 3.21354, -4.56986], [3.53338, -0.57023, 2.96414]],
  "multiplicity": 5,
  "gap_ev": [5.92, 5.63],
  "total_energy_ev": -202368.4342,
  "e_above_lowest_ev": 0.000,
  "s2": 6.026
}

# 2
{
  "formula": "C3H8N4O2",
  "method": "wB97M-V/def2-TZVPD",
  "elements": ["N", "H", "O", "H", "H", "C", "H", "N", "H", "N", "N", "O", "H", "C", "H", "H", "C"],
  "positions_angstrom": [[0.69010, -0.95239, -1.68618], [-1.46475, 1.84855, 0.13419], [-3.27755, 0.65636, -0.25678], [-0.03906, 1.54485, -0.79142], [0.42001, 1.19114, 1.95454], [-0.62625, 1.17863, 0.01484], [1.47844, -0.26747, -1.64948], [-1.26993, -0.07885, -0.63878], [-0.90833, -2.06037, -0.85005], [-2.66544, -0.28805, -0.61198], [0.44709, -0.82583, 1.15958], [-3.09092, -1.29597, -1.05252], [1.09227, -1.88898, -1.71805], [-0.16949, 0.47518, 1.34436], [-1.14147, 0.23574, 1.91823], [1.44932, -0.70885, 0.89822], [-0.39966, -1.08160, -0.80515]],
  "multiplicity": 1,
  "gap_ev": [8.69, 8.70],
  "total_energy_ev": -13289.9164,
  "e_above_lowest_ev": 6.703
}

# 3
{
  "formula": "C11H23N2O4P2Re",
  "method": "wB97M-V/def2-TZVPD",
  "elements": ["H", "H", "C", "P", "H", "H", "H", "H", "C", "C", "H", "C", "C", "H", "H", "P", "O", "H", "C", "C", "C", "C", "H", "O", "N", "H", "H", "N", "H", "H", "H", "C", "H", "O", "Re", "H", "H", "O", "H", "C", "H", "H", "H"],
  "positions_angstrom": [[-0.05957, -2.28052, 3.47170], [-1.30284, 3.63044, -0.41093], [0.74319, -1.83253, 2.86579], [-1.94211, 1.35902, -0.59222], [-1.65404, 2.95483, 1.19287], [-1.77430, 0.98253, -3.03894], [3.61802, -1.00268, -1.72803], [-0.17730, -3.97359, -0.15392], [1.75820, -1.46835, 0.21003], [2.66863, -0.50109, -1.93917], [1.53747, 1.40073, 2.46586], [-1.12384, 1.43025, -2.26606], [1.64965, -0.65686, -0.94857], [-0.09765, 2.60846, 0.43746], [-1.15565, -0.25446, 1.37436], [0.26054, -1.93860, 1.09984], [-1.31957, -1.99831, -1.58824], [2.74640, -1.88069, 0.45962], [0.22936, 0.74882, -2.21773], [0.05530, -3.74192, 0.88709], [-3.67938, 1.77949, -0.66814], [2.40376, 0.22806, -3.09508], [3.15749, 0.31222, -3.87755], [3.12432, 0.98806, 1.78047], [-3.05269, -1.28664, 0.49586], [-3.76662, 2.62800, -1.34525], [4.02267, 1.00317, 2.17088], [0.46483, 0.01799, -1.13606], [-0.78227, -4.02886, 1.53616], [-4.29480, 0.94390, -1.01246], [-4.00208, 2.06548, 0.33892], [1.16355, 0.87152, -3.24661], [0.86966, -0.78248, 3.15875], [-4.11592, -1.55896, 0.94335], [-1.45322, -0.88379, -0.18877], [1.67016, -2.40645, 3.04041], [0.40257, 2.45207, 2.74343], [0.55416, 1.50823, 2.57683], [-1.00915, 2.49145, -2.51967], [-1.15800, 2.76564, 0.23935], [2.99504, 0.10225, 1.37162], [0.87168, 1.48300, -4.10103], [0.95433, -4.27881, 1.21380]],
  "multiplicity": 4,
  "gap_ev": [5.93, 4.75],
  "charge": 3,
  "total_energy_ev": -43624.7383,
  "e_above_lowest_ev": 0.000,
  "s2": 3.866
}